Record 1
Here is a cluster of 2 separate species, C4H13N3S in total at a distorted geometry from the OMol25 dataset. Energies are from ωB97M-V with the def2-TZVPD basis set.

Calculated values
Strongest force on any atom (Eh/bohr): 0.067
Gap between HOMO and LUMO (eV): 4.523
Energy above the lowest of the compared OMol25 structures with the same formula, charge and spin (kcal/mol): 137.9
Molecular weight (g/mol): 135.24

Each line ends with the Löwdin charge.
Geometry (Å):
1 C -0.5040 -0.1617 -2.1861  -0.135
2 N -0.7497 0.8818 -1.1573  0.026
3 C 0.3841 1.7120 -1.1037  -0.378
4 N 0.0251 2.8331 -0.2039  0.001
5 H -1.3793 -0.8217 -2.2401  0.074
6 H 0.3931 -0.7985 -1.9829  0.078
7 H -0.3826 0.3311 -3.2211  0.112
8 H 1.3261 1.2569 -0.6687  0.098
9 H 0.5587 2.2157 -2.1276  0.169
10 H -0.8900 2.5679 0.1567  0.065
11 H 0.6634 3.1580 0.5191  0.072
12 C -0.6459 -1.2347 1.3139  -0.358
13 C 0.7003 -0.4667 1.6170  -0.690
14 S 2.0863 -1.0340 0.6732  0.556
15 N -0.5190 -2.7012 1.2436  -0.051
16 H -0.9363 -0.8709 0.2892  0.065
17 H -1.4742 -0.9869 2.0064  0.111
18 H 0.9151 -0.5104 2.7071  0.063
19 H 0.4061 0.5752 1.3519  0.041
20 H -0.3354 -3.0102 2.2343  0.080
21 H 0.3580 -2.9348 0.7789  0.001

---

Record 2
Here is the molecule C6H9N from the OMol25 dataset. Energies are from ωB97M-V with the def2-TZVPD basis set.

Calculated values
Strongest force on any atom (Eh/bohr): 0.014
Gap between HOMO and LUMO (eV): 9.696
Energy above the lowest of the compared OMol25 structures with the same formula, charge and spin (kcal/mol): 83.4
Molecular weight (g/mol): 95.14

Each line ends with the Löwdin charge.
Geometry (Å):
1 C 1.6027 -0.6480 0.8996  -0.030
2 C 0.4286 -0.1681 0.1129  -0.410
3 C 0.5418 0.7046 -1.0803  -0.050
4 C -0.3226 1.1296 0.1230  -0.113
5 C -1.6759 0.3792 0.2276  -0.206
6 N -1.8844 -0.4839 -0.9055  0.056
7 C -0.9508 -0.9104 0.1253  -0.171
8 H 1.3237 -0.9354 1.9183  0.080
9 H 2.3746 0.1277 0.9513  0.083
10 H 2.0354 -1.5201 0.3958  0.083
11 H 1.4370 1.3092 -1.1873  0.107
12 H 0.2481 0.2906 -2.0476  0.101
13 H -0.0877 1.9867 0.7494  0.132
14 H -2.5319 0.6942 0.8199  0.131
15 H -1.4236 -0.0929 -1.7208  0.073
16 H -1.1149 -1.8629 0.6185  0.133

---

Record 3
Here is a cluster of 2 separate species, C5H14N4O2 in total at a distorted geometry from the OMol25 dataset. Energies are from ωB97M-V with the def2-TZVPD basis set.

Calculated values
Strongest force on any atom (Eh/bohr): 0.029
Gap between HOMO and LUMO (eV): 9.684
Energy above the lowest of the compared OMol25 structures with the same formula, charge and spin (kcal/mol): 27.5
Molecular weight (g/mol): 162.19

Each line ends with the Löwdin charge.
Geometry (Å):
1 N 2.8907 2.2496 -0.3539  0.034
2 N 2.2993 0.9249 -0.4656  -0.030
3 C 2.6901 0.0315 0.5735  -0.557
4 O 3.3414 0.3148 1.5572  0.054
5 N 2.2240 -1.2367 0.3852  -0.028
6 N 1.6608 -1.7645 -0.7647  0.010
7 H 3.1265 2.5168 -1.2915  0.062
8 H 2.1248 2.8632 -0.0922  0.075
9 H 1.2964 0.9860 -0.5029  0.101
10 H 2.3517 -1.8906 1.1481  0.146
11 H 1.1189 -1.0529 -1.2637  0.051
12 H 2.3946 -2.0736 -1.3917  0.086
13 C -1.3031 -1.1129 -0.9109  0.010
14 C -1.8033 -0.3231 0.0310  -0.387
15 C -1.7802 -0.6471 1.4649  -0.064
16 C -2.5547 0.9555 -0.3120  -0.240
17 O -3.7061 1.1956 0.4893  -0.083
18 H -1.2821 -0.9574 -1.9980  0.074
19 H -0.7003 -1.9595 -0.5397  0.056
20 H -0.9246 -0.1564 1.9590  0.094
21 H -1.7439 -1.7400 1.6171  0.092
22 H -2.7289 -0.2406 1.8867  0.084
23 H -1.9083 1.8451 -0.1974  0.124
24 H -2.7918 0.8577 -1.4199  0.129
25 H -4.2921 0.4144 0.3918  0.108

---

HOMO level across the listed records, respectively: -8.0, -8.6, -9.2 eV.